Entry 1:
14
Properties=species:S:1:pos:R:3:lowdin_charge:R:1 method="wB97M-V/def2-TZVPD" multiplicity=1 homo_ev=-14.93 total_energy_ev=-5766.617 e_lumo_ev=-3.66 e_above_lowest_kj_mol=102.8 total_charge=+1
C -1.39 0.58 1.95 0.039
N -0.53 -0.34 1.09 -0.037
C 0.66 0.38 0.45 0.015
H -0.72 0.91 2.76 0.113
H -2.22 -0.05 2.22 0.103
H -1.64 1.43 1.32 0.106
H -0.10 -1.08 1.63 0.172
H -1.08 -0.73 0.32 0.175
H 1.31 0.71 1.25 0.108
H 1.13 -0.09 -0.42 0.089
H 0.16 1.20 -0.08 0.106
H 1.62 -0.60 -3.87 0.046
H 1.42 -1.20 -2.58 0.033
O 1.07 -0.46 -3.09 -0.067

=====

Entry 2:
14
Properties=species:S:1:pos:R:3:lowdin_charge:R:1 method="wB97M-V/def2-TZVPD" multiplicity=1 homo_ev=-15.22 total_energy_ev=-5766.541 e_lumo_ev=-3.96 e_above_lowest_kj_mol=110.1 total_charge=+1
N 1.24 -1.00 -2.03 0.270
H 2.09 -0.49 -2.27 0.149
H 1.52 -1.98 -1.95 0.149
H 0.59 -0.67 -2.75 0.154
H 0.60 -0.81 -1.16 0.105
C -0.07 0.78 0.97 -0.249
O 0.06 -0.49 0.27 -0.108
C -1.58 0.98 1.27 -0.055
H 0.34 1.59 0.36 0.111
H 0.46 0.91 1.91 0.119
H 0.72 -1.02 0.72 0.118
H -1.91 -0.01 1.57 0.078
H -2.08 1.24 0.35 0.073
H -1.71 1.73 2.05 0.085

=====

Entry 3:
16
Properties=species:S:1:pos:R:3:lowdin_charge:R:1 method="wB97M-V/def2-TZVPD" multiplicity=1 homo_ev=-3.93 total_energy_ev=-9869.387 e_lumo_ev=4.19 e_above_lowest_kj_mol=37.1 total_charge=-1
C 0.41 -1.71 1.05 -0.175
N -0.95 -1.21 1.07 -0.134
C -1.16 0.19 0.64 -0.459
O -0.76 0.48 -0.65 -0.325
H 0.67 -2.14 0.07 0.069
H 0.53 -2.53 1.78 0.056
H 1.13 -0.96 1.26 0.047
H -1.51 -1.69 0.38 0.078
H -0.74 0.87 1.40 0.100
H -2.26 0.23 0.68 0.082
H 2.01 0.36 -1.53 -0.003
H 0.81 0.33 -0.54 -0.012
O 1.82 0.55 -0.63 -0.155
H -0.61 2.05 -1.36 -0.016
H 0.74 2.49 -1.65 -0.011
O -0.15 2.70 -1.96 -0.143

=====

Entry 4:
16
Properties=species:S:1:pos:R:3:lowdin_spin:R:1 method="wB97M-V/def2-TZVPD" multiplicity=2 homo_ev="-10.58 / -9.96" total_energy_ev=-9865.901 e_lumo_ev="0.78 / -3.11" e_above_lowest_kj_mol=34.5
C -1.43 1.30 -0.11 0.023
N -0.19 0.96 -0.83 0.201
C 1.03 0.90 0.04 0.073
O 1.17 -0.28 0.66 0.597
H -2.18 0.55 -0.35 0.001
H -1.71 2.30 -0.45 0.009
H -1.26 1.33 0.97 0.004
H -0.22 0.02 -1.21 0.000
H 0.99 1.85 0.58 0.044
H 1.89 1.05 -0.65 0.030
H -0.92 -1.81 2.49 0.000
H -0.61 -1.27 1.14 -0.001
O -1.30 -1.78 1.63 -0.001
H 1.25 -1.35 -0.69 0.003
H 2.20 -1.80 -1.77 0.000
O 1.31 -1.97 -1.44 0.018

=====

Entry 5:
15
Properties=species:S:1:pos:R:3:lowdin_charge:R:1 method="wB97M-V/def2-TZVPD" multiplicity=1 homo_ev=-12.83 total_energy_ev=-16600.919 e_lumo_ev=-3.74 e_above_lowest_kj_mol=170.3 total_charge=+1
C -0.59 1.03 0.40 -0.220
C -1.44 -0.03 -0.28 -0.454
S -1.12 -1.84 0.40 0.660
N 0.48 1.80 -0.44 0.152
H -1.28 1.62 0.77 0.053
H -0.10 0.56 1.28 0.127
H -2.57 0.25 -0.14 0.122
H -1.06 -0.08 -1.35 0.078
H -2.32 -2.44 0.53 -0.152
H 0.10 1.92 -1.43 0.176
H 0.77 2.75 -0.19 0.162
H 1.45 1.17 -0.49 0.166
H 3.78 1.12 -0.68 0.119
H 3.04 -0.19 -0.90 0.107
O 3.11 0.52 -0.18 -0.094

=====

Entry 6:
16
Properties=species:S:1:pos:R:3:lowdin_charge:R:1 method="wB97M-V/def2-TZVPD" multiplicity=1 homo_ev=-12.48 total_energy_ev=-27437.162 e_lumo_ev=-3.51 e_above_lowest_kj_mol=109.1 total_charge=+1
N 0.54 0.60 -0.78 0.192
C 0.05 0.74 0.67 -0.179
C 0.41 -0.59 1.42 -0.559
S 2.16 -0.98 1.31 0.491
S 2.07 -2.61 0.03 0.363
H 0.86 1.49 -1.13 0.176
H 1.21 -0.19 -0.72 0.058
H -0.19 0.14 -1.32 0.159
H 0.35 1.59 1.28 0.129
H -1.03 0.81 0.62 0.114
H -0.29 -1.37 1.06 0.085
H 0.06 -0.35 2.44 0.096
H 3.23 -3.14 0.52 -0.149
H -3.51 1.92 -1.57 0.043
H -3.11 0.52 -1.86 0.039
O -2.80 1.42 -1.98 -0.059

=====

Entry 7:
15
Properties=species:S:1:pos:R:3:lowdin_charge:R:1 method="wB97M-V/def2-TZVPD" multiplicity=1 smiles="C=C.O.O.O" homo_ev=-9.95 total_energy_ev=-8377.455 e_lumo_ev=0.94 e_above_lowest_kj_mol=105.9
C 5.07 -3.96 1.24 -0.083
C 4.80 -3.11 0.26 -0.087
H 5.88 -4.66 1.17 0.044
H 4.43 -4.00 2.11 0.041
H 5.52 -2.90 -0.52 0.041
H 3.85 -2.62 0.11 0.044
O -2.03 5.09 1.32 -0.069
H -2.12 4.72 2.21 0.036
H -1.60 4.42 0.78 0.011
O -0.95 4.12 -1.65 -0.056
H -0.85 5.06 -1.45 0.038
H -1.64 4.06 -2.32 0.040
O -6.52 -2.23 -0.83 -0.064
H -6.92 -2.64 -1.61 0.032
H -6.93 -1.35 -0.83 0.032

=====

Entry 8:
16
Properties=species:S:1:pos:R:3:lowdin_charge:R:1 method="wB97M-V/def2-TZVPD" multiplicity=1 homo_ev=-12.69 total_energy_ev=-9028.165 e_lumo_ev=-3.86 e_above_lowest_kj_mol=123.6 total_charge=+1
Rb -2.61 -0.86 -0.51 0.942
O -5.21 1.34 -2.86 -0.059
H -6.13 1.61 -2.82 0.039
H -4.95 1.51 -3.77 0.037
O -1.20 -3.19 -4.00 -0.055
H -0.67 -3.00 -4.77 0.039
H -0.71 -3.87 -3.54 0.032
C 2.76 1.25 3.03 -0.088
C 1.92 0.19 2.47 -0.349
O 1.88 0.45 1.09 -0.104
H 3.72 1.28 2.51 0.086
H 2.95 0.96 4.06 0.089
H 2.34 2.24 2.89 0.094
H 0.85 0.21 2.70 0.112
H 2.28 -0.84 2.56 0.116
H 2.78 0.75 0.95 0.067

=====

Entry 9:
15
Properties=species:S:1:pos:R:3:lowdin_charge:R:1 method="wB97M-V/def2-TZVPD" multiplicity=1 smiles=C[SiH2]C(P)P homo_ev=-8.56 total_energy_ev=-28689.311 e_lumo_ev=1.05 e_above_lowest_kj_mol=16.1
C 2.36 0.25 0.40 -0.272
Si 0.71 0.93 -0.27 0.509
C -0.82 -0.02 0.62 -1.014
P -0.66 -1.78 0.01 0.690
P -2.32 1.07 0.12 0.690
H 2.86 0.58 1.42 0.076
H 2.13 -0.78 0.45 -0.038
H 3.12 0.25 -0.31 -0.024
H 0.55 2.43 -0.42 -0.050
H 0.65 0.31 -1.59 -0.057
H -0.69 0.05 1.74 0.025
H -1.94 -2.34 0.26 -0.117
H -0.58 -1.67 -1.37 -0.136
H -3.01 -0.11 0.22 -0.166
H -2.37 0.83 -1.27 -0.118

=====

Entry 10:
16
Properties=species:S:1:pos:R:3:lowdin_charge:R:1 method="wB97M-V/def2-TZVPD" multiplicity=1 homo_ev=-14.51 total_energy_ev=-7273.516 e_lumo_ev=-3.08 e_above_lowest_kj_mol=73.3 total_charge=+1
C 1.61 1.54 -0.55 -0.021
N 1.53 0.06 -0.49 0.129
H 2.47 1.93 -0.04 0.099
H 1.61 1.88 -1.58 0.105
H 0.77 1.92 0.03 0.091
H 1.99 -0.36 -1.29 0.166
H 0.51 -0.23 -0.49 0.074
H 1.89 -0.25 0.41 0.161
N -1.08 -1.02 -0.71 0.008
C -1.55 -0.19 0.40 -0.296
O -0.65 -0.43 1.48 -0.067
H -1.42 -1.97 -0.63 0.103
H -1.45 -0.63 -1.57 0.103
H -1.52 0.90 0.31 0.120
H -2.58 -0.49 0.59 0.126
H -1.09 -0.77 2.26 0.098